The following is a DFT calculation (wB97M-V/def2-TZVPD) of a single C3H5NO molecule.

Cartesian coordinates (Å):
C -0.33597 0.83006 0.37869
C -1.49694 -0.06747 0.52014
N 0.54962 -1.01526 -0.97764
H -1.81453 -0.04211 1.58081
O 1.98316 0.18528 0.31806
H -0.42249 -1.23210 -1.15902
H 0.02289 1.41605 1.23219
C 0.86587 -0.04139 -0.09342
H -0.53447 1.50705 -0.46909
H 1.29103 -1.63099 -1.27286

Summary:
relative energy (zero: lowest compared OMol25 entry of this formula, charge and spin): 3.440 eV
HOMO-LUMO gap: 8.44 eV
E_HOMO: -9.27 eV
molecular weight: 71.1 g/mol

Here are the Löwdin charges for atoms 1 to 6, given in e:
1 C -0.236
2 C 0.147
3 N 0.154
4 H 0.008
5 O 0.061
6 H 0.076